# 1
C39H58CdN3O5Si2 | ωB97M-V with the def2-TZVPD basis set

The geometry in XYZ format:
```
108
Properties=species:S:1:pos:R:3
Cd -12.434 -5.566 -11.232
O -11.039 -8.966 -9.842
C -11.152 -7.740 -9.708
O -10.766 -6.845 -10.562
C -11.829 -7.198 -8.441
C -11.439 -5.733 -8.072
C -11.666 -5.451 -6.571
C -13.217 -5.585 -6.493
C -13.598 -5.756 -7.926
O -12.566 -5.030 -8.636
C -13.398 -7.189 -8.366
C -14.305 -7.461 -9.621
O -15.015 -8.515 -9.627
O -14.311 -6.587 -10.566
H -11.587 -7.912 -7.655
H -10.527 -5.389 -8.531
H -11.076 -6.084 -5.940
H -11.315 -4.440 -6.359
H -13.467 -6.390 -5.856
H -13.528 -4.549 -6.125
H -14.548 -5.273 -8.281
H -13.666 -7.764 -7.519
C -20.674 -3.251 -12.695
C -20.881 -4.708 -13.113
C -21.763 -4.670 -14.375
C -21.754 -5.460 -12.081
C -19.628 -5.502 -13.337
C -18.591 -5.607 -12.373
C -17.520 -6.455 -12.591
N -17.375 -7.221 -13.634
C -18.400 -7.186 -14.463
C -19.447 -6.327 -14.465
C -18.263 -8.044 -15.682
C -17.984 -7.458 -16.860
C -17.803 -8.205 -18.025
C -17.907 -9.560 -17.948
C -18.247 -10.087 -16.701
N -18.450 -9.407 -15.616
C -17.517 -7.459 -19.340
C -16.188 -7.877 -19.965
C -18.709 -7.651 -20.204
C -17.408 -5.881 -19.115
H -21.594 -2.770 -12.339
H -20.162 -2.690 -13.468
H -19.922 -3.196 -11.824
H -22.644 -4.041 -14.200
H -22.076 -5.634 -14.662
H -21.453 -4.226 -15.325
H -22.659 -4.865 -11.991
H -21.308 -5.497 -11.084
H -21.936 -6.501 -12.471
H -18.469 -4.971 -11.483
H -16.717 -6.408 -11.892
H -20.209 -6.382 -15.220
H -17.856 -6.407 -16.981
H -17.927 -10.301 -18.750
H -18.234 -11.190 -16.613
H -16.200 -8.949 -20.094
H -15.406 -7.634 -19.271
H -16.033 -7.341 -20.960
H -18.989 -8.610 -20.627
H -18.694 -6.892 -20.970
H -19.568 -7.390 -19.602
H -16.679 -5.552 -18.313
H -18.368 -5.440 -18.865
H -16.847 -5.498 -19.985
C -15.104 -3.277 -10.895
Si -13.759 -2.695 -12.137
C -13.989 -0.786 -12.402
C -14.163 -3.634 -13.730
C -12.181 -3.301 -11.420
Si -10.486 -3.080 -12.180
C -10.136 -1.340 -12.773
C -9.104 -3.673 -11.036
C -10.404 -4.085 -13.842
H -16.142 -3.187 -11.169
H -15.011 -2.919 -9.860
H -14.949 -4.362 -10.786
H -14.948 -0.635 -12.870
H -13.204 -0.320 -13.031
H -13.936 -0.193 -11.511
H -15.217 -3.592 -14.007
H -13.860 -4.616 -13.423
H -13.575 -3.336 -14.576
H -12.200 -3.044 -10.387
H -9.934 -0.637 -11.977
H -10.991 -0.971 -13.356
H -9.277 -1.383 -13.560
H -9.132 -3.200 -10.057
H -8.107 -3.280 -11.422
H -9.055 -4.754 -11.054
H -10.773 -5.200 -13.779
H -9.397 -4.102 -14.342
H -11.108 -3.642 -14.529
C -12.651 -10.235 -16.213
C -12.658 -9.127 -15.258
C -11.530 -8.429 -14.924
C -11.516 -7.620 -13.787
N -12.610 -7.261 -13.169
C -13.781 -7.868 -13.511
C -13.826 -8.820 -14.512
H -11.825 -10.267 -16.890
H -13.582 -10.126 -16.838
H -12.760 -11.197 -15.698
H -10.559 -8.582 -15.393
H -10.582 -7.144 -13.379
H -14.600 -7.742 -12.799
H -14.719 -9.427 -14.670
```

## Properties
Frontier orbital gap: 7.34 eV
E_tot: -76415.325 eV
Total charge: -1

=====

# 2
C40H39AuClIN3O2SSiTe | ωB97M-V with the def2-TZVPD basis set

The geometry in XYZ format:
```
90
Properties=species:S:1:pos:R:3
Au 0.147 -1.224 1.211
Cl 3.991 -7.149 1.286
C 3.478 -5.487 1.283
C 4.406 -4.492 1.401
C 4.020 -3.143 1.401
I 5.476 -1.663 1.552
C 2.694 -2.744 1.290
O 2.317 -1.507 1.267
C 1.731 -3.812 1.169
N 0.427 -3.445 1.050
C -0.516 -4.345 0.934
C -0.227 -5.720 0.922
C 1.070 -6.128 1.036
C 2.104 -5.173 1.164
H 5.453 -4.748 1.492
H -1.532 -3.976 0.848
H -1.035 -6.432 0.826
H 1.324 -7.180 1.033
C -5.044 -2.679 0.318
Si -5.605 -0.925 0.647
C -6.509 -0.323 -0.884
C -6.787 -0.950 2.103
C -4.285 0.376 1.031
C -4.792 1.658 1.224
C -3.959 2.733 1.502
C -2.603 2.482 1.556
N -2.069 1.278 1.370
C -2.882 0.251 1.139
S -2.161 -1.347 0.978
H -5.930 -3.274 0.075
H -4.558 -3.122 1.186
H -4.351 -2.733 -0.523
H -7.356 -0.972 -1.117
H -5.837 -0.324 -1.746
H -6.889 0.693 -0.763
H -7.639 -1.604 1.902
H -7.174 0.045 2.328
H -6.281 -1.319 2.998
H -5.863 1.828 1.160
H -4.348 3.728 1.668
H -1.901 3.285 1.763
C -1.356 -2.713 -3.927
C -0.419 -1.810 -3.175
C -0.820 -0.545 -2.763
C 0.013 0.298 -2.040
C -0.496 1.661 -1.661
C 1.294 -0.176 -1.714
Te 2.521 0.946 -0.414
N 1.063 1.056 0.862
C 1.040 1.357 2.180
O 0.530 0.543 2.957
C 1.450 2.685 2.723
C 2.073 2.752 3.968
C 2.372 3.983 4.524
C 2.013 5.153 3.863
C 1.361 5.090 2.642
C 1.091 3.855 2.067
C 2.814 2.565 -1.840
C 2.697 2.128 -3.161
C 3.121 2.926 -4.214
C 3.680 4.166 -3.948
C 3.822 4.583 -2.634
C 3.401 3.797 -1.563
C 3.611 4.292 -0.159
C 1.755 -1.415 -2.168
C 3.148 -1.949 -1.954
C 0.873 -2.217 -2.888
H -2.328 -2.242 -4.071
H -1.510 -3.646 -3.384
H -0.951 -2.967 -4.908
H -1.820 -0.202 -3.001
H -1.513 1.793 -2.026
H 0.125 2.448 -2.096
H -0.501 1.776 -0.578
H 2.306 1.829 4.483
H 2.868 4.035 5.484
H 2.234 6.115 4.309
H 1.063 6.001 2.138
H 0.558 3.781 1.124
H 2.262 1.164 -3.391
H 3.013 2.573 -5.231
H 4.017 4.801 -4.756
H 4.280 5.542 -2.422
H 4.323 5.115 -0.142
H 3.985 3.507 0.503
H 2.678 4.654 0.266
H 3.821 -1.247 -1.466
H 3.590 -2.223 -2.913
H 3.120 -2.848 -1.340
H 1.217 -3.189 -3.228
```

## Properties
Frontier orbital gap (alpha / beta): 7.26 / 6.52 eV
E_tot: -100999.736 eV
Multiplicity: 2